A cluster of 2 separate species, C31H26NO6S2 in total in a non-equilibrium geometry, computed with ωB97M-V with the def2-TZVPD basis set.

* total charge: -1
* relative energy (zero: lowest compared OMol25 entry of this formula, charge and spin): 52.3 kcal per mole
* maximum force: 0.0543 hartree/bohr
* lowest unoccupied orbital energy: 0.04855 hartree
* gap between HOMO and LUMO: 3.8 eV
* E: -2499.40751 Eh

```
66
Properties=species:S:1:pos:R:3:forces:R:3
C 5.534550 1.484540 2.612534 -0.2 0.0 -0.3
C 4.266574 2.165600 3.070113 -1.4 -0.6 0.2
O 3.167935 1.157281 2.931935 1.6 0.6 0.4
C 1.898268 1.569395 3.166320 -2.8 0.0 0.0
C 0.907604 0.417713 3.250234 1.7 -0.3 0.2
N -0.323096 0.589963 2.923998 -1.3 1.5 -0.8
C -1.434530 -0.021517 2.540061 0.2 -0.9 0.6
C -2.679637 0.729670 2.259870 0.2 -0.1 -0.4
C -3.940334 0.066242 2.303165 0.2 0.3 0.1
C -5.127689 0.739938 2.029298 0.7 0.1 0.1
C -5.060396 2.082938 1.627302 -0.4 -0.2 0.0
C -3.827962 2.731880 1.476598 -0.2 -0.5 0.6
C -2.648803 2.072011 1.841147 -0.6 0.3 -0.3
C -1.450685 -1.467388 2.248151 -0.3 0.0 0.1
C -2.202286 -2.012658 1.163938 0.2 -0.4 0.0
C -2.030391 -3.332238 0.747101 0.2 0.5 0.4
C -1.054312 -4.127456 1.368426 0.3 0.1 0.0
C -0.334270 -3.620143 2.465060 -0.3 -0.2 -0.5
C -0.614163 -2.342196 2.963692 0.3 -0.4 -0.2
O 1.562319 2.737665 3.202018 0.9 -0.1 -0.1
H 6.410363 2.054191 2.944669 -0.1 -0.1 -0.2
H 5.594433 0.463913 3.007946 0.0 0.2 0.0
H 5.506123 1.435966 1.517985 0.3 -0.1 0.2
H 4.340292 2.477537 4.122831 -0.3 -0.1 -0.3
H 4.001176 3.032148 2.449852 0.1 -0.2 0.3
H 1.332478 -0.518942 3.633791 -0.1 0.0 -0.5
H -3.969843 -1.007023 2.531826 0.0 0.6 0.2
H -6.075588 0.192960 2.151369 0.4 0.5 -0.2
H -5.999325 2.598566 1.444098 0.2 0.1 -0.1
H -3.810313 3.764401 1.118144 0.1 -0.3 0.1
H -1.701108 2.594170 1.736822 0.0 -0.3 0.2
H -2.942275 -1.397110 0.645900 0.5 -0.1 0.1
H -2.631630 -3.713991 -0.088253 0.3 0.1 0.4
H -0.851353 -5.117642 0.950517 0.0 0.2 0.3
H 0.483225 -4.211799 2.894764 -0.5 0.1 0.1
H -0.192939 -2.028772 3.923771 0.1 0.1 -0.5
C 0.539802 2.037489 10.288458 0.1 -0.1 -0.1
C 0.736947 1.655794 8.962002 0.1 0.0 0.1
C 1.970001 1.119079 8.605959 0.0 -0.1 0.0
C 2.967133 0.972504 9.554934 0.5 -0.3 -0.2
C 2.799505 1.368393 10.877048 -0.2 0.0 -0.2
C 1.564523 1.900827 11.237941 0.0 -0.1 -0.2
S 4.485270 0.166906 9.004654 -1.3 0.8 -0.1
O 5.507573 1.179775 8.892744 -0.1 -0.6 0.0
O 4.685499 -0.994172 9.844777 0.3 0.4 -0.6
C 3.823326 -0.289059 7.379398 0.5 -1.3 0.0
C 4.324775 -1.407423 6.798226 0.3 0.9 1.5
C 4.038616 -2.152367 5.606329 -0.3 -0.7 -1.2
C 3.537755 -1.556274 4.432075 0.3 -0.2 0.4
C 3.372277 -2.330606 3.286222 0.3 -0.3 -0.1
C 3.686703 -3.698726 3.298603 0.1 0.4 0.1
C 4.205522 -4.298030 4.455000 -0.1 0.3 -0.1
C 4.389897 -3.528983 5.595142 0.1 0.5 0.0
S 2.321358 0.534164 6.941903 -0.3 0.3 -0.4
O 1.316704 -0.434600 6.554745 0.8 0.7 0.4
O 2.621794 1.666928 6.093556 -0.2 -0.7 0.6
H -0.434356 2.424974 10.583052 0.3 0.0 0.0
H -0.040277 1.738772 8.205683 0.1 0.0 0.2
H 3.613829 1.230624 11.588459 -0.3 0.1 -0.1
H 1.398750 2.176075 12.276139 -0.1 0.0 -0.2
H 5.123517 -1.854125 7.397613 -0.1 0.0 0.0
H 3.390827 -0.473564 4.391140 -0.1 -0.4 0.0
H 3.075104 -1.842837 2.358012 -0.1 -0.1 0.3
H 3.596785 -4.275411 2.376872 -0.1 0.1 0.3
H 4.521713 -5.340390 4.446023 -0.2 0.2 0.0
H 4.874414 -3.957730 6.477800 -0.3 0.1 -0.2
```
Positions in Å, forces in eV/Å.

A structure of composition C24H29BHgN8O5S2 in a non-equilibrium geometry, computed with ωB97M-V with the def2-TZVPD basis set.

* spin multiplicity: 2
* total charge: -1
* relative energy (zero: lowest compared OMol25 entry of this formula, charge and spin): 200.4 kcal per mole
* maximum force: 0.0215 hartree/bohr
* lowest unoccupied orbital energy: 0.00332 hartree
* gap between HOMO and LUMO: 2.5 eV
* E: -2720.63204 Eh

```
70
Properties=species:S:1:pos:R:3:forces:R:3
Hg -0.801966 -0.414623 0.918790 0.3 -0.3 -0.9
C 3.006118 3.453604 1.449201 -0.2 -0.1 0.2
C 2.215068 2.149980 1.741714 -0.1 0.0 -0.1
N 2.012599 1.422252 0.507317 0.2 -0.1 0.0
C 1.349813 2.245145 -0.487721 0.0 -0.2 0.1
C 2.288045 3.405648 -0.903778 -0.2 -0.1 0.0
N 3.477746 3.363539 0.021744 0.0 0.1 0.0
C 4.260904 2.097275 -0.191784 0.0 -0.2 0.0
C 3.270733 0.919547 -0.014186 -0.2 0.0 0.1
H 3.878754 3.579019 2.088438 0.1 0.0 -0.1
H 2.365076 4.332166 1.528481 0.0 0.1 -0.1
H 1.240286 2.387214 2.171606 0.0 0.0 0.0
H 2.749283 1.509335 2.443151 0.0 0.0 0.0
H 0.413452 2.615175 -0.068001 0.0 0.0 0.0
H 1.091974 1.610286 -1.336059 0.0 0.0 0.0
H 1.819693 4.382228 -0.785339 0.1 0.0 0.0
H 2.655800 3.310072 -1.924551 0.1 0.0 0.0
H 4.076959 4.159189 -0.176282 0.0 0.0 0.0
H 5.064962 2.081604 0.542775 0.0 0.1 0.0
H 4.696921 2.132925 -1.188996 0.0 0.1 0.0
H 3.673723 0.167799 0.663070 0.0 0.0 0.0
H 3.070802 0.419734 -0.959489 0.0 0.0 0.0
O 0.567633 -1.582501 -2.443647 -0.1 0.0 -0.2
B 0.834787 -1.221695 -1.122683 -0.7 0.1 0.9
O 1.950042 -1.937421 -0.664065 0.2 -0.1 0.0
C 2.332486 -2.758317 -1.699612 0.0 0.2 0.1
C 3.378440 -3.649467 -1.755997 0.0 0.0 0.0
C 3.569324 -4.320105 -2.964524 0.0 0.0 0.0
C 2.735669 -4.092650 -4.054300 0.0 0.0 0.1
C 1.674432 -3.190076 -3.979159 0.0 0.0 -0.1
C 1.497962 -2.537711 -2.782346 0.0 0.1 0.1
H 4.008181 -3.828907 -0.894715 0.0 0.0 0.0
H 4.374025 -5.038816 -3.050507 0.0 0.0 0.0
H 2.906232 -4.634564 -4.975363 0.0 0.0 0.0
H 1.014795 -3.016418 -4.818640 0.0 0.0 0.0
C 0.225972 5.133476 4.264624 0.0 0.0 0.0
N -0.621873 4.244731 3.498212 -0.1 0.2 0.1
C -0.876523 4.304315 2.176800 0.1 -0.2 0.0
S -1.769702 3.159377 1.398304 0.0 0.1 0.0
N -0.262435 5.376974 1.491679 -0.1 0.0 -0.2
C -0.900691 6.685318 1.739113 0.1 0.0 0.1
H 0.750673 4.562528 5.029964 0.0 0.0 0.0
H -0.336357 5.927488 4.762662 0.0 0.0 0.0
H 0.960208 5.592265 3.605508 0.0 0.0 0.0
H -1.156747 3.543793 3.987009 0.1 -0.1 0.0
H -0.403745 5.151021 0.513781 0.0 0.1 0.0
H -0.768297 6.984199 2.776255 0.0 0.0 0.0
H -1.971198 6.655615 1.520016 0.0 0.0 0.0
H -0.427771 7.430380 1.102786 0.0 0.0 0.0
O -7.186228 -2.859756 -0.594945 0.0 0.0 0.0
S -6.191495 -2.850026 0.460507 -0.1 -0.1 -0.1
O -6.680412 -3.197330 1.772894 0.1 0.0 0.0
N -5.362615 -1.462838 0.485388 0.1 0.1 0.0
C -4.122776 -1.672962 0.054361 0.1 -0.1 0.0
O -3.230109 -0.807604 -0.093246 0.1 0.1 0.1
C -3.827806 -3.118387 -0.295489 0.2 0.1 0.1
C -2.481883 -3.534877 -0.855688 -0.2 -0.1 0.2
C -2.481571 -4.960852 -1.498020 0.2 -0.4 -0.3
C -3.878342 -5.656127 -1.515284 -0.1 0.1 0.0
C -4.939781 -5.372770 -0.419061 0.1 0.0 0.1
C -4.858243 -3.917612 -0.071977 -0.1 0.0 -0.1
H -2.178961 -2.779923 -1.588727 0.0 0.0 0.0
H -1.987202 -4.927678 -2.480357 0.0 0.2 0.0
H -4.172951 -6.146134 -2.437328 0.0 0.0 0.0
H -5.967287 -5.675211 -0.636580 0.0 0.1 -0.1
N -0.787776 -3.316389 1.138746 0.1 0.2 -0.2
C -1.499864 -3.448817 0.242416 -0.1 -0.3 0.1
N -1.917565 -5.998710 -0.573714 -0.2 -0.2 0.5
C -3.222808 -6.322533 -0.361105 -0.2 0.8 -0.3
N -4.186591 -6.245408 0.565954 0.3 -0.3 0.1
```
Positions in Å, forces in eV/Å.

An isolated molecule of C3H5NOS2 in a non-equilibrium geometry, computed with ωB97M-V with the def2-TZVPD basis set.

* structure (SMILES): COC(=S)NC=S
* relative energy (zero: lowest compared OMol25 entry of this formula, charge and spin): 71.9 kcal per mole
* maximum force: 0.1340 hartree/bohr
* lowest unoccupied orbital energy: -0.01529 hartree
* gap between HOMO and LUMO: 7.5 eV
* E: -1043.57463 Eh

```
12
Properties=species:S:1:pos:R:3:forces:R:3
C 1.898706 -0.357856 -0.235401 0.4 1.4 1.4
O 1.247300 0.920812 -0.192458 -0.5 -1.3 0.9
C -0.052365 0.928886 -0.043826 -1.7 4.7 -1.1
S -0.643181 2.512624 0.010181 -0.1 -1.6 0.2
N -0.751770 -0.257945 -0.132633 2.0 -3.0 5.9
C -2.120000 -0.430851 0.224372 0.8 0.2 -1.9
S -3.256844 0.525701 -0.288191 -1.4 0.6 0.0
H 1.440534 -0.896739 -1.021011 -0.2 -1.3 -0.4
H 2.788250 0.108566 -0.541620 2.1 -0.9 -0.4
H 2.010753 -0.793491 0.803556 -0.3 0.1 -1.4
H -0.300553 -0.822499 0.835314 -0.8 1.3 -3.8
H -2.260828 -1.437213 0.581721 -0.2 -0.1 0.6
```
Positions in Å, forces in eV/Å.

A structure of composition C32H51As4OPTi, computed with ωB97M-V with the def2-TZVPD basis set.

* total charge: +4
* relative energy (zero: lowest compared OMol25 entry of this formula, charge and spin): 10.9 kcal per mole
* maximum force: 0.0117 hartree/bohr
* lowest unoccupied orbital energy: -0.48167 hartree
* gap between HOMO and LUMO: 3.9 eV
* E: -11457.65263 Eh

```
90
Properties=species:S:1:pos:R:3:forces:R:3
Ti 0.056399 0.371826 0.926308 0.2 0.2 0.2
C -1.508561 -2.764304 -1.280344 0.0 -0.1 0.0
As -0.108020 -2.114862 -0.117395 0.0 0.3 0.0
C 1.490542 -2.384190 -1.180382 0.0 0.0 0.0
C 0.272705 -3.319691 1.384977 0.0 0.0 0.0
C -0.774909 -3.599043 2.467921 -0.1 0.1 0.0
C -0.184303 -4.669111 3.399295 -0.1 -0.1 0.0
C -0.986256 -2.368526 3.386111 0.0 -0.1 -0.1
As -1.672665 -0.701931 2.638503 0.2 0.0 -0.1
C -3.391747 -0.931936 1.777645 -0.1 0.1 0.1
C -2.119843 0.420869 4.149289 0.1 0.0 0.1
C -2.104775 -4.054701 1.848752 0.1 0.0 0.1
As -2.432086 -5.748391 0.791767 -0.1 0.0 -0.1
C -0.674468 -6.342248 0.137972 0.1 0.0 0.0
C -2.614330 -7.022784 2.255056 0.0 0.0 0.0
H -2.503771 -2.569248 -0.893143 0.0 0.1 0.0
H -1.390289 -3.841444 -1.399125 0.0 0.0 0.0
H -1.378411 -2.287380 -2.250069 0.0 0.0 0.0
H 1.526416 -3.429703 -1.486462 0.0 0.0 0.0
H 2.366012 -2.161835 -0.575691 0.0 0.0 0.0
H 1.472841 -1.759433 -2.071656 0.0 0.0 0.0
H 1.196616 -2.923171 1.820100 0.0 0.0 0.0
H 0.527602 -4.252415 0.882908 0.0 -0.1 0.0
H 0.734190 -4.326952 3.880998 0.0 0.0 0.0
H 0.041657 -5.577164 2.847086 0.0 0.0 0.0
H -0.902049 -4.924611 4.180279 0.0 0.0 0.0
H -0.045902 -2.087470 3.869317 0.0 0.0 0.0
H -1.689603 -2.622516 4.182258 0.0 0.0 0.0
H -3.962770 -1.660611 2.350886 0.0 0.0 0.0
H -3.298160 -1.266783 0.750692 0.0 0.0 -0.1
H -3.902358 0.030209 1.813084 0.0 0.0 0.0
H -2.970598 -0.033253 4.657714 0.0 -0.1 0.0
H -2.388896 1.414691 3.796137 0.0 0.0 0.0
H -1.283102 0.488411 4.839262 0.0 0.0 0.0
H -2.475845 -3.272005 1.186555 0.0 0.1 0.0
H -2.852155 -4.142463 2.643550 0.0 0.0 0.0
H -0.280109 -5.705840 -0.656746 0.0 0.0 0.0
H -0.860220 -7.316078 -0.316724 0.0 0.0 0.0
H 0.076592 -6.487513 0.913176 0.0 0.0 0.0
H -3.415780 -6.702222 2.919355 0.0 0.0 0.0
H -1.697504 -7.169705 2.820395 0.0 0.0 0.0
H -2.912350 -7.973545 1.814945 0.0 0.0 0.0
C 3.579700 2.618570 1.465389 0.0 0.0 0.0
As 3.546898 0.722179 1.333573 0.2 0.0 0.0
C 4.150018 -0.147857 2.914642 0.0 0.0 0.0
C 4.397048 0.066836 -0.241718 0.0 0.0 0.0
O 1.829214 0.286654 1.173733 -0.6 -0.1 0.2
H 4.624883 2.925259 1.548973 0.0 0.0 0.0
H 3.042739 2.925730 2.361830 0.0 0.0 0.0
H 3.140070 3.060518 0.572487 0.0 0.0 0.0
H 5.210137 0.088068 3.034942 0.0 0.0 0.0
H 4.034765 -1.224405 2.802363 0.0 0.0 0.0
H 3.599136 0.218680 3.778529 0.0 0.0 0.0
H 5.334510 0.611609 -0.369935 0.0 0.0 0.0
H 3.758012 0.247396 -1.103989 0.0 0.0 0.0
H 4.614240 -0.993488 -0.127019 0.0 0.0 0.0
C 1.636458 6.114599 -1.633413 0.0 0.0 0.0
C 0.848575 5.153355 -2.259619 0.0 0.0 0.0
C 0.237166 4.159659 -1.514094 0.0 0.0 0.0
C 0.421871 4.131249 -0.127733 0.0 0.1 0.0
C 1.207116 5.102653 0.505144 0.0 0.0 0.0
C 1.810173 6.092809 -0.254484 0.0 0.0 0.0
P -0.341935 2.906531 0.931177 0.1 -0.3 0.0
C -1.730123 2.134148 0.103731 0.0 0.1 -0.3
C -1.264956 1.215539 -0.862751 -0.1 -0.1 -0.2
C -2.146532 0.581337 -1.745554 0.0 0.0 0.0
C -3.500203 0.834499 -1.623840 0.0 0.0 0.0
C -3.971854 1.705790 -0.633970 0.0 0.0 0.0
C -3.102610 2.344676 0.237892 0.0 -0.1 0.1
C -0.704343 3.528880 2.554112 0.1 0.0 0.0
C 0.000701 3.017041 3.649924 -0.1 0.0 0.0
C -0.229332 3.530966 4.915833 0.0 0.0 0.0
C -1.157585 4.551951 5.087099 0.0 0.0 0.0
C -1.852118 5.071016 3.996250 0.0 0.0 0.0
C -1.619642 4.573314 2.724388 0.0 0.0 0.0
H 2.099860 6.895993 -2.221537 0.0 0.0 0.0
H 0.692949 5.195307 -3.329335 0.0 0.0 0.0
H -0.409701 3.450596 -2.013322 0.0 0.0 0.0
H 1.314166 5.111836 1.584422 0.0 0.0 0.0
H 2.398581 6.860026 0.231251 0.0 0.0 0.0
H -0.181620 1.233904 -1.107793 0.0 -0.1 -0.1
H -1.773033 -0.061722 -2.531132 0.0 0.0 0.0
H -4.201627 0.372068 -2.307007 0.0 0.0 0.0
H -5.034283 1.908466 -0.569835 0.0 0.0 0.0
H -3.481598 3.036021 0.980505 0.0 0.0 0.0
H 0.737272 2.229502 3.511674 0.0 0.0 0.0
H 0.319292 3.151867 5.768391 0.0 0.0 0.0
H -1.331970 4.958986 6.074850 0.0 0.0 0.0
H -2.559906 5.877149 4.138776 0.0 0.0 0.0
H -2.128879 5.010463 1.872613 0.0 0.0 0.0
```
Positions in Å, forces in eV/Å.